Density functional theory data (ωB97M-V with the def2-TZVPD basis set) for a 3-piece molecular cluster, C24H40BrClN2O8 overall.

The calculation puts the strongest force on any atom at 2.9 eV/Å. The multiplicity is 1. For the frontier orbital gap, the calculation gives 8.425 eV. As for the SMILES: CCCCO[C@H](CO[C@](Cl)(CCCOC)COO)O[C@H](Br)COC(C)=O.c1cc[nH]c1.c1cc[nH]c1. Its total charge is 0.

Atoms and positions in Å:
Br -1.688673 -2.410404 3.729691
Cl -0.412270 1.368482 -0.396178
O 1.060754 -1.968901 2.254413
O -0.427166 -0.246234 2.411206
O 2.075742 0.791231 0.427305
O -3.275606 0.556871 -0.818472
O 0.161155 -0.039610 -3.166487
O -0.632704 4.075023 1.651444
O -3.461537 -1.020799 0.823012
O 0.269687 2.993005 1.872346
N -3.562609 -0.712273 -3.941455
N 2.834478 1.091992 5.209511
C 1.291413 3.060262 0.881210
C 1.752997 0.290078 1.706313
C 3.455104 0.780431 6.387144
C 0.907049 -3.731656 0.556304
C 1.794289 -2.766551 1.350821
C -1.064796 0.005188 -3.862111
C 2.124762 1.131709 -2.407161
C 3.098628 2.392349 4.878005
C 4.130526 1.893188 6.811325
C -2.820474 -1.661351 -4.586770
C -4.524931 -0.230294 -4.783428
C -4.397060 -0.877805 -5.983862
C 3.904155 2.917796 5.852106
C -3.312778 -1.788049 -5.858858
C -4.056901 1.290857 1.327380
C 0.883184 -2.453462 -1.637396
C -3.572029 0.267349 0.350504
C 1.932060 2.255775 -1.385421
C -2.086980 -1.413148 1.040385
C 1.199786 -3.781465 -0.936445
C 0.638199 -0.766278 1.687974
C 1.313074 1.835552 -0.052439
C -1.622652 -0.943978 2.417359
C 1.032369 1.024674 -3.472151
H 2.911030 2.654551 -1.122896
H -2.360344 -0.256811 2.797156
H -2.077163 -2.488482 0.950868
H 0.919977 -2.574469 -2.713264
H 0.599012 -4.574774 -1.368484
H 2.244023 3.163819 1.390391
H -0.128420 -3.452973 0.733655
H 2.639029 -0.216553 2.071778
H -1.458139 3.619342 1.447213
H 3.363274 -0.200607 6.819603
H -1.010311 -0.583878 -4.775410
H 0.481307 1.963261 -3.514380
H -5.011156 -0.717802 -6.853868
H 2.402819 -2.156458 0.682902
H 3.049074 1.348926 -2.934223
H -4.837848 0.925418 1.985129
H 1.064027 3.922523 0.270637
H 1.608638 -1.707409 -1.332627
H -2.009036 -2.163359 -4.088303
H 2.689380 2.831548 3.984099
H 2.251966 -3.988073 -1.111745
H -1.830109 -0.428753 -3.226589
H -3.421655 -0.411393 -2.990587
H 1.489836 1.048132 2.442888
H 2.266584 0.461415 4.674029
H -5.215507 0.528357 -4.458330
H -4.427652 2.156800 0.796227
H -3.232909 1.622219 1.956008
H 1.029112 -4.729594 0.967592
H -2.938770 -2.457532 -6.614903
H -1.504339 -0.947309 0.251944
H 1.324614 3.058157 -1.783283
H -1.368248 1.024768 -4.087870
H -0.110787 -2.098413 -1.377806
H 1.505073 0.838149 -4.438192
H 0.403733 -0.938252 0.634005
H 2.258332 0.168263 -1.929880
H 2.495879 -3.343322 1.942204
H 4.719531 1.966700 7.709638
H 4.285902 3.924308 5.877549

Atoms 1-3, force components in eV/Å:
Br 0.0 0.0 0.0
Cl -0.1 0.1 0.0
O -0.1 0.2 0.6